# C4H9NO2

C4H9NO2 in the gas phase (ωB97M-V/def2-TZVPD, OMol25).

Properties
LUMO energy, hartree: 0.03069
SMILES string: [H]/N=C(/O)OCCC
HOMO energy, eV: -9.718
DFT total energy, hartree: -363.046670

Last column: Löwdin charge in e.
Element x y z (Å)
H (3.32, 1.10, 0.67)  0.06
N (3.29, 0.38, -0.05)  0.14
C (2.12, -0.12, -0.04)  -0.59
O (1.74, -1.11, -0.86)  0.09
O (1.17, 0.27, 0.82)  0.00
C (-0.15, -0.27, 0.73)  -0.20
C (-0.99, 0.57, -0.21)  -0.24
C (-2.44, 0.09, -0.19)  -0.11
H (2.51, -1.37, -1.39)  0.13
H (-0.55, -0.23, 1.75)  0.13
H (-0.09, -1.31, 0.42)  0.13
H (-0.57, 0.48, -1.22)  0.11
H (-0.92, 1.62, 0.09)  0.12
H (-2.84, 0.16, 0.83)  0.08
H (-3.08, 0.69, -0.84)  0.07
H (-2.51, -0.96, -0.50)  0.08

---

# C3H8N2O2

2 unconnected molecules or ions with the total composition C3H8N2O2 (ωB97M-V/def2-TZVPD, OMol25).

Properties
LUMO energy, hartree: 0.03646
SMILES string: [H]/N=C(\N)O.CC=O
HOMO energy, eV: -9.300
DFT total energy, hartree: -379.109558

Last column: Löwdin charge in e.
Element x y z (Å)
H (0.06, -2.10, -0.93)  0.05
N (-0.18, -1.24, -0.46)  0.11
C (-0.05, -1.35, 0.81)  -0.62
N (0.39, -2.46, 1.51)  0.13
O (-0.29, -0.33, 1.64)  0.06
H (0.14, -2.46, 2.49)  0.10
H (0.27, -3.34, 1.06)  0.09
H (-0.61, 0.43, 1.12)  0.06
C (0.65, 1.68, -1.19)  -0.07
C (-0.74, 2.08, -0.84)  -0.28
O (-1.29, 1.81, 0.21)  0.02
H (0.59, 0.70, -1.68)  0.07
H (1.25, 1.53, -0.29)  0.09
H (1.12, 2.40, -1.86)  0.08
H (-1.31, 2.64, -1.61)  0.12

---

# C5H9P3

C5H9P3 in the gas phase at a distorted geometry (ωB97M-V/def2-TZVPD, OMol25).

Properties
LUMO energy (spin up / spin down), hartree: -0.00906 / -0.00906
SMILES string: CC#P=[PH]=P#CCC
HOMO energy (spin up / spin down), eV: -7.784 / -7.783
DFT total energy, hartree: -1219.805379

Last column: Löwdin charge in e.
Element x y z (Å)
C (0.74, 0.13, -2.13)  -0.21
C (0.32, -0.99, -1.30)  -0.56
P (-0.12, -2.55, -1.48)  0.56
P (-0.24, -3.42, 0.53)  0.22
P (-0.15, -1.79, 2.00)  0.59
C (0.22, -0.44, 1.17)  -0.53
C (0.43, 0.99, 1.33)  -0.38
C (-0.81, 1.79, 0.90)  -0.12
H (0.82, 1.04, -1.53)  0.05
H (0.04, 0.32, -2.94)  0.08
H (1.72, -0.08, -2.56)  0.08
H (-1.63, -3.47, 0.55)  -0.19
H (0.69, 1.25, 2.36)  0.11
H (1.28, 1.27, 0.70)  0.10
H (-1.58, 1.74, 1.66)  0.07
H (-1.21, 1.39, -0.03)  0.06
H (-0.54, 2.83, 0.75)  0.07